C17H24B6Ca3F24O15 | ωB97M-V with the def2-TZVPD basis set

XYZ file:
```
89
Properties=species:S:1:pos:R:3:forces:R:3
Ca -0.28358 20.47723 13.68134 -0.689 0.851 1.494
Ca -4.83476 23.33745 14.57117 1.384 -1.210 0.964
Ca -3.57295 17.69939 16.37311 -0.089 -1.087 0.336
B -0.84931 17.71895 14.25397 2.664 -1.356 0.076
F -1.42262 18.50540 13.30254 -1.687 0.967 -2.963
F 0.07996 16.86631 13.65758 -0.613 -0.211 0.016
F -0.14133 18.64712 14.98571 1.521 1.092 1.300
F -1.75001 17.10801 15.04757 -1.356 -1.202 0.550
B -2.88121 23.28086 17.68675 0.034 -0.280 3.056
F -3.77365 24.14618 18.29098 -1.596 1.593 0.121
F -3.07702 22.07307 18.25633 -1.125 -2.424 0.214
F -3.23580 23.22592 16.34575 -1.189 0.134 -3.316
F -1.64049 23.63668 17.97999 1.703 1.472 -0.597
B -2.18305 18.47813 18.58970 4.495 3.451 2.102
F -1.84491 19.72711 19.12090 -1.371 -0.230 0.091
F -1.45027 17.58329 19.26725 0.071 -2.406 1.330
F -3.50337 18.21318 18.50094 -3.118 -0.812 0.569
F -1.66677 18.46438 17.30751 -0.129 -0.519 -2.669
B -3.58459 20.02740 15.17619 0.209 2.248 0.262
F -3.95842 18.90389 14.57226 -1.556 -3.112 -2.375
F -3.87424 19.89893 16.48881 -0.622 0.698 1.645
F -2.27514 20.16089 14.96922 2.200 0.725 -0.368
F -4.28606 21.05696 14.56870 -1.098 1.683 -0.113
B -2.73178 22.99841 12.62856 2.872 1.896 -1.331
F -1.96578 21.89583 12.82548 2.254 -2.202 -0.074
F -2.64115 23.80092 13.78577 -0.629 0.806 -0.250
F -2.34436 23.61372 11.41976 -0.483 -0.059 1.145
F -3.97300 22.52818 12.58702 -4.222 -0.290 -0.703
B -0.01876 21.85504 16.07227 -1.286 1.008 5.527
F 1.05723 21.41079 15.38020 2.263 -1.802 -2.579
F -0.92372 22.33066 15.17089 -0.966 0.535 -2.414
F -0.63360 20.89792 16.85898 0.033 -1.286 -0.924
F 0.36873 22.78587 16.98045 1.348 1.380 -0.361
C -7.15036 14.49498 13.73218 1.099 -1.751 1.199
C -5.99075 13.54516 13.32824 -1.383 1.015 -1.390
O -4.89575 14.43371 13.42385 1.293 1.964 1.122
C -5.23693 15.47904 14.31460 4.032 -2.018 -0.473
O -4.50559 16.27344 14.84953 0.812 -0.563 -1.347
O -6.39620 15.31280 14.70133 -6.096 0.049 0.128
H -7.89188 13.96697 14.33173 -0.229 0.369 -0.347
H -7.53251 15.02580 12.86024 0.013 0.514 0.485
H -6.07340 13.33452 12.26198 -0.045 -0.452 0.125
H -5.93102 12.61988 13.90130 0.416 0.305 0.290
C -6.08147 21.50224 19.02140 1.400 2.261 -0.518
C -5.45698 20.78140 20.16636 1.787 0.088 1.238
O -6.53881 20.39710 20.99416 -1.031 -0.435 0.222
C -7.66104 20.88200 20.48953 -3.472 -0.931 0.745
O -8.79184 20.72187 20.96291 2.784 0.525 -0.959
O -7.45026 21.51763 19.32263 -1.315 -0.938 -0.308
H -5.69062 21.14472 18.06877 -1.031 -0.671 -0.261
H -5.86868 22.57051 18.98129 0.850 -0.024 0.252
H -4.87352 21.41353 20.83576 0.482 0.103 -0.579
H -4.85901 19.91312 19.88955 -0.162 0.054 -0.001
C -4.77877 19.48438 11.47048 2.355 -0.047 -0.355
C -4.24695 18.70049 10.23181 1.620 1.837 0.783
O -5.23483 17.78888 9.98161 -2.712 -1.610 0.083
C -6.27369 17.97330 10.85148 -2.246 -0.749 -0.905
O -7.33487 17.38135 10.92212 1.956 -0.035 -0.644
O -6.08470 19.04722 11.59108 -0.902 0.258 0.576
H -4.77170 20.53505 11.18041 0.135 0.057 0.845
H -4.26477 19.19209 12.38616 0.212 0.709 -0.049
H -3.30376 18.15756 10.29272 0.027 0.196 0.593
H -4.10289 19.48433 9.48822 -0.365 -0.538 -0.833
C -10.32248 20.73552 10.99725 0.112 0.374 -1.029
C -8.79524 20.56177 11.14983 -3.408 -0.167 0.147
C -7.92978 21.53248 10.36192 -0.611 -1.821 -0.860
O -7.13057 22.15118 11.33544 0.557 0.080 0.103
C -7.37716 21.64676 12.54174 -2.329 -0.317 -0.448
O -6.77559 21.99881 13.50942 0.265 0.102 0.959
O -8.52945 20.83646 12.52300 3.420 1.052 0.371
H -10.58777 21.75871 10.73117 -0.049 0.123 0.213
H -10.92707 20.42655 11.84996 0.432 -0.063 0.164
H -10.63015 20.11371 10.15654 -0.165 0.019 -0.076
H -8.69468 19.51746 10.85419 1.151 -0.049 0.657
H -8.50919 22.20925 9.73394 0.239 0.386 0.390
H -7.35809 20.86031 9.72203 0.636 0.660 -0.223
C -10.42361 17.45567 15.63717 -1.649 -1.188 -0.311
C -9.32505 18.26865 15.07266 -0.105 0.062 0.958
C -9.14839 19.60858 15.79221 -0.906 0.447 -2.319
O -7.79020 19.60985 16.09800 0.740 1.761 1.657
C -7.23258 18.42276 15.97358 0.294 0.345 -0.152
O -6.12668 18.16332 16.36270 -0.206 -0.368 -0.102
O -8.06011 17.64239 15.30866 0.151 -1.695 -0.523
H -10.63718 16.58021 15.02393 0.336 -0.233 -0.072
H -11.36351 17.99934 15.54172 -0.014 0.385 0.160
H -10.36691 17.09583 16.66450 0.519 0.409 0.062
H -9.48698 18.38267 14.00080 0.366 0.057 -0.026
H -9.86203 19.84049 16.58280 0.584 -0.427 0.562
H -9.31838 20.34864 15.01021 0.127 0.475 0.262
```
Positions in Å, forces in eV/Å.

Calculated values
HOMO-LUMO gap = 8.17 eV
Charge = 0
Spin multiplicity = 1
F_max = 6.10 eV Å⁻¹
LUMO = -1.7 eV